{"formula": "C25H35N2O3", "method": "the ωB97M-V functional and the def2-TZVPD basis", "lumo_ev": -2.12, "charge": 1, "e_above_lowest_kcal_mol": 549.8, "homo_lumo_gap_ev": 8.37, "species": ["C", "C", "H", "O", "C", "C", "C", "N", "C", "O", "C", "H", "C", "H", "H", "C", "N", "C", "H", "C", "H", "H", "H", "C", "C", "C", "C", "C", "C", "C", "H", "H", "H", "O", "C", "C", "C", "C", "C", "C", "C", "H", "H", "H", "H", "H", "H", "H", "H", "H", "H", "H", "H", "H", "H", "H", "H", "H", "H", "H", "H", "H", "H", "H", "H"], "xyz": [[-5.646, -2.185, 2.222], [-6.423, -1.605, 1.037], [-7.294, -2.145, 0.854], [-5.855, -1.418, -0.220], [-5.555, -2.726, -1.096], [-4.146, -2.997, -0.818], [-3.303, -1.961, -1.337], [-3.404, -0.562, -0.910], [-2.463, 0.297, -0.644], [-1.206, 0.048, -0.945], [-2.852, 1.725, 0.258], [-3.887, 1.465, 0.573], [-2.838, 2.565, -0.803], [-3.590, 2.674, -1.427], [-3.194, 3.586, -0.224], [-1.574, 3.005, -1.221], [-0.368, 2.312, -0.485], [-0.689, 2.668, 0.973], [0.370, 2.633, 1.384], [-1.802, 1.838, 1.482], [-2.320, 2.235, 2.131], [-1.463, 0.937, 1.847], [-0.926, 3.887, 1.082], [0.867, 2.966, -0.819], [2.017, 2.329, -0.519], [2.186, 0.806, -0.434], [3.111, -0.129, 0.228], [4.054, 0.895, 1.001], [3.846, 2.069, 1.284], [2.967, 2.785, 0.603], [2.890, 4.007, 0.596], [4.611, 2.596, 1.666], [4.840, 0.243, 1.555], [3.053, -1.405, -0.002], [4.043, -2.155, 0.615], [5.515, -1.606, 0.149], [5.706, -1.350, -1.357], [6.960, -1.089, -1.375], [8.030, -1.275, -0.793], [7.733, -1.650, 0.577], [6.647, -2.095, 1.103], [6.273, -2.301, 2.191], [8.594, -1.989, 1.163], [8.999, -1.269, -1.140], [7.007, -0.693, -2.722], [4.987, -1.264, -1.847], [4.119, -2.115, 1.748], [3.916, -3.255, 0.375], [1.439, 0.331, -1.152], [0.861, 2.798, -2.019], [1.059, 4.039, -0.863], [-0.475, 1.436, -0.730], [-1.264, 2.647, -2.438], [-1.290, 4.032, -1.353], [-4.218, -0.513, -0.332], [-2.115, -2.014, -1.259], [-3.524, -1.750, -2.619], [-4.019, -3.841, -1.348], [-3.763, -2.957, 0.191], [-6.040, -3.408, -0.317], [-5.783, -2.398, -2.070], [-6.875, -0.609, 1.423], [-5.362, -3.201, 1.839], [-4.948, -1.618, 2.379], [-6.229, -2.304, 3.108]]}